Below is C39H42Cl3MgN6OPS2 as an isolated structure, with properties calculated with ωB97M-V/def2-TZVPD.

Geometry as XYZ:
```
95
C39H42Cl3MgN6OPS2 (ωB97M-V/def2-TZVPD)
Mg 0.2351 0.3748 0.3236
C 2.7423 0.8461 -1.1925
C 1.7152 1.3004 -2.2247
N 0.3408 0.9964 -1.7651
C -0.6299 2.0932 -1.9695
C -0.4061 3.2883 -1.0460
S -0.3631 2.8410 0.7239
C 1.3263 3.2931 1.2393
C 2.4470 2.7220 0.3803
N 2.3192 1.2691 0.1577
H 3.7329 1.2260 -1.4587
H 2.8075 -0.2455 -1.1873
H 1.9218 0.8208 -3.1821
H 1.7990 2.3729 -2.3991
H -0.0283 0.1950 -2.2700
H -1.6242 1.6762 -1.7967
H -0.6050 2.4498 -3.0038
H -1.2233 3.9950 -1.1783
H 0.5133 3.8234 -1.2782
H 1.3915 2.9254 2.2658
H 1.3980 4.3794 1.2814
H 3.4031 2.9604 0.8545
H 2.4616 3.2269 -0.5842
H 2.8945 0.7817 0.8384
N -3.1980 -0.9221 -0.3814
P -1.9254 -1.0337 0.7456
C -1.5604 -2.8019 0.9563
C -1.0933 -3.2635 2.1879
C -0.7481 -4.5956 2.3485
C -0.8631 -5.4774 1.2818
C -1.3273 -5.0250 0.0555
C -1.6723 -3.6907 -0.1113
C -2.8044 -0.6220 2.2719
C -2.4965 0.5430 2.9688
C -3.1838 0.8708 4.1292
C -4.1883 0.0352 4.5934
C -4.5032 -1.1302 3.9042
C -3.8108 -1.4632 2.7522
C -3.0506 -0.9252 -1.7610
C -4.1758 -0.7993 -2.5855
C -3.9992 -0.8507 -3.9482
C -2.7159 -1.0244 -4.4677
C -1.6747 -1.1255 -3.5761
N -1.8184 -1.0695 -2.2400
H -4.1440 -0.9417 -0.0310
H -1.0200 -2.5865 3.0315
H -0.4050 -4.9508 3.3114
H -0.6024 -6.5194 1.4104
H -1.4292 -5.7131 -0.7730
H -2.0369 -3.3501 -1.0707
H -1.7263 1.2105 2.5997
H -2.9424 1.7791 4.6651
H -4.7288 0.2904 5.4950
H -5.2844 -1.7825 4.2706
H -4.0403 -2.3879 2.2350
H -5.1588 -0.6743 -2.1511
H -4.8518 -0.7639 -4.6084
H -2.5394 -1.0903 -5.5310
H -0.6620 -1.2789 -3.9377
Cl 7.3521 -0.9011 9.8828
C 6.3236 -0.7724 8.5034
C 5.1608 -0.0205 8.5786
C 4.3549 0.0891 7.4591
C 4.6846 -0.5431 6.2660
C 3.8028 -0.4071 5.0492
C 2.7599 -1.5150 4.9907
N 2.1757 -1.5356 3.6534
C 2.6062 -2.3067 2.6032
C 1.9288 -1.8685 1.5102
N 1.0986 -0.8249 1.8792
C 1.2752 -0.6654 3.1799
O 3.0810 0.8159 5.0328
C 3.6538 1.8411 4.2130
C 5.1446 1.9116 4.2576
C 5.9669 1.3781 3.3082
Cl 5.4802 0.5868 1.8529
S 7.6265 1.5521 3.6752
C 7.2452 2.3437 5.1454
C 5.9064 2.4737 5.3252
C 5.8473 -1.3041 6.2325
Cl 6.2953 -2.1478 4.7727
C 6.6774 -1.4243 7.3332
H 4.8999 0.4754 9.5028
H 3.4585 0.6946 7.4990
H 4.4169 -0.4909 4.1494
H 1.9759 -1.3248 5.7237
H 3.2017 -2.4890 5.1913
H 3.3411 -3.0829 2.7315
H 1.9574 -2.2593 0.5055
H 0.7927 0.0678 3.8056
H 3.2125 2.7706 4.5721
H 3.3357 1.6801 3.1742
H 8.0383 2.6789 5.7940
H 5.4629 2.9448 6.1909
H 7.5812 -2.0139 7.2807
```

Net charge: +2
Energy above the lowest of the compared OMol25 structures with the same formula, charge and spin (kcal per mole): 18.99
HOMO-LUMO gap (eV): 8.693

Atom charges from the Löwdin analysis, given in e for atoms 1 to 5: Mg 0.519; C -0.169; C -0.155; N -0.119; C -0.239



Below is C39H42CoN5O2S as an isolated structure in a non-equilibrium geometry, with properties calculated with ωB97M-V/def2-TZVPD.

Geometry as XYZ:
```
90
C39H42CoN5O2S (ωB97M-V/def2-TZVPD)
Co -0.3767 -0.6988 0.3409
C 3.0207 -1.9997 -1.0821
C 2.2019 -2.4875 0.0998
C 1.9576 -4.0136 0.0839
C 2.6855 -1.9073 1.4349
C 3.8972 -2.4125 1.9920
C 4.3942 -1.7825 3.1417
C 3.8382 -0.5949 3.6526
C 2.6326 -0.1336 3.1744
C 2.2454 1.2558 3.4801
C 1.9139 1.5235 4.9849
C 3.3993 2.1889 3.0102
C 1.9967 -0.9441 2.1831
N 0.5981 -0.7639 1.9678
C -0.1737 -0.6414 3.1350
O 0.1476 -1.0199 4.2632
C -1.4628 0.0129 2.7772
C -2.4342 0.3436 3.7314
C -3.5125 1.0929 3.2982
C -3.6458 1.3535 1.9221
C -2.6330 0.8777 1.0150
N -1.5735 0.2383 1.4952
C -2.8574 0.8176 -0.4978
O -3.8076 1.4296 -1.0117
N -1.8674 0.0666 -1.0244
C -2.1615 -0.5201 -2.2953
C -2.9606 -1.7378 -2.2234
C -2.4641 -2.8703 -2.9342
C -1.3319 -2.7129 -3.7810
C -0.7998 -1.4671 -4.0628
C -1.2749 -0.3314 -3.4167
C -1.0762 1.0278 -4.0790
C -1.5158 2.2252 -3.2195
C 0.3505 1.1297 -4.6192
C -4.2904 -1.8025 -1.4470
C -4.6414 -3.2493 -1.1524
C -5.4355 -1.0218 -2.0917
H 2.5333 -2.1548 -2.0403
H 4.0184 -2.4723 -1.0643
H 3.1470 -0.8981 -0.9956
H 1.2150 -1.9549 -0.1424
H 2.9037 -4.5434 -0.0676
H 1.3571 -4.2920 -0.8211
H 1.5592 -4.4185 0.9963
H 4.4069 -3.3137 1.6656
H 5.2051 -2.2878 3.6400
H 4.3808 -0.0531 4.4286
H 1.4209 1.4696 2.8320
H 2.8669 1.4895 5.6220
H 1.2072 0.7924 5.3345
H 1.3193 2.4847 5.0772
H 4.2952 2.0026 3.6476
H 3.2120 3.2598 2.9797
H 3.7204 1.8504 2.0548
H -2.2576 0.0007 4.7342
H -4.2179 1.4759 3.9887
H -4.4680 1.8339 1.4434
H -3.0682 -3.7573 -2.9361
H -0.8431 -3.5424 -4.2310
H 0.0737 -1.2985 -4.7379
H -1.6731 1.0721 -5.0141
H -0.9199 2.2297 -2.2976
H -2.5787 2.2359 -2.9858
H -1.1997 3.1360 -3.7171
H 1.0901 0.6413 -3.8762
H 0.7477 2.1015 -4.8332
H 0.4536 0.4869 -5.5113
H -4.0187 -1.2542 -0.5177
H -4.6950 -3.9052 -1.9899
H -5.6194 -3.2692 -0.7495
H -3.8852 -3.7036 -0.4365
H -5.8804 -1.6129 -2.9596
H -5.1566 0.0021 -2.3857
H -6.2778 -0.8444 -1.3976
S -2.1826 -4.7142 1.7302
C -1.6897 -3.2696 1.2282
N -1.3482 -2.3005 0.6619
N 0.8562 0.5271 -0.4899
C 1.3507 1.5755 -0.6423
C 1.7765 2.9038 -0.8405
C 3.0565 3.2070 -1.2854
C 3.5456 4.4905 -1.0612
C 2.7680 5.4852 -0.4660
C 1.4688 5.1932 -0.1041
C 0.9183 3.9045 -0.3191
H 3.6953 2.5129 -1.8266
H 4.5343 4.7800 -1.4078
H 3.1488 6.5494 -0.3289
H 0.8521 6.0105 0.2560
H -0.1069 3.6852 -0.0866
```

Net charge: -1
2S+1: 4
⟨S²⟩: 3.77
HOMO-LUMO gap (spin up / spin down) (eV): 6.104 / 6.374

Atom charges from the Löwdin analysis, given in e for atoms 1 to 5: Co 0.526; C -0.083; C -0.385; C -0.054; C -0.120



Below is C39H42FNO4ReSSb as an isolated structure in a non-equilibrium geometry, with properties calculated with ωB97M-V/def2-TZVPD.

Geometry as XYZ:
```
90
C39H42FNO4ReSSb (ωB97M-V/def2-TZVPD)
Re -0.0294 -0.2273 0.5789
C 0.4075 3.9825 0.2934
C -1.0715 3.8898 -0.0895
C -1.2767 3.1704 -1.4302
C -2.0259 3.2716 0.9254
C -3.2083 3.9849 1.1071
C -4.2124 3.5492 1.9472
C -4.0795 2.3337 2.5860
C -2.9466 1.5518 2.4178
C -2.8721 0.2193 3.1440
C -4.1595 -0.5847 2.9391
C -2.5679 0.4152 4.6331
C -1.8873 2.0452 1.6226
N -0.6326 1.3286 1.7229
C 0.2510 1.8404 2.6709
C 0.0162 2.9602 3.4845
C 0.9749 3.3693 4.3910
C 2.1716 2.6766 4.5388
C 2.4299 1.5558 3.7582
C 1.4712 1.1911 2.8578
F 1.6597 0.0911 2.0444
H 0.9079 4.6555 -0.4032
H 0.9116 3.0285 0.2258
H 0.5226 4.3892 1.2971
H -1.4118 4.9189 -0.2231
H -0.9742 2.1310 -1.3560
H -0.6792 3.6469 -2.2085
H -2.3271 3.1993 -1.7203
H -3.3227 4.9272 0.5865
H -5.0989 4.1512 2.0950
H -4.8659 1.9896 3.2440
H -2.0569 -0.3603 2.7032
H -5.0382 -0.0421 3.2833
H -4.1106 -1.5136 3.5051
H -4.2887 -0.8291 1.8838
H -3.3566 0.9910 5.1192
H -1.6211 0.9418 4.7652
H -2.4931 -0.5516 5.1342
H -0.9142 3.4995 3.3795
H 0.7981 4.2513 4.9909
H 2.9048 2.9972 5.2649
H 3.3509 0.9963 3.8469
C -2.4691 -5.7154 -0.4479
C -3.0141 -5.0281 0.7740
C -4.1347 -5.6049 1.3784
C -4.7171 -5.0741 2.5149
C -4.1694 -3.9463 3.1036
C -3.0541 -3.3634 2.5330
C -2.4882 -3.8730 1.3653
Sb -0.6516 -2.8241 0.8833
C 0.1925 -3.8980 -0.7840
C 1.4529 -4.4637 -0.6141
C 2.1395 -4.9692 -1.7034
C 1.5743 -4.8915 -2.9664
C 0.3176 -4.3374 -3.1288
C -0.4044 -3.8294 -2.0501
C -1.7704 -3.2566 -2.3220
C 0.2629 -3.2018 2.8027
C 0.4179 -2.0830 3.6182
C 0.9533 -2.1939 4.8897
C 1.3415 -3.4443 5.3495
C 1.1453 -4.5633 4.5578
C 0.5835 -4.4705 3.2842
C 0.2852 -5.7278 2.5148
H -2.7509 -6.7670 -0.4373
H -1.3879 -5.6582 -0.5020
H -2.8853 -5.2752 -1.3554
H -4.5469 -6.5037 0.9364
H -5.5871 -5.5487 2.9489
H -4.6020 -3.5300 4.0043
H -2.5908 -2.5063 3.0083
H 1.9162 -4.4827 0.3657
H 3.1203 -5.4049 -1.5668
H 2.1149 -5.2628 -3.8266
H -0.1223 -4.2771 -4.1169
H -2.3154 -3.8845 -3.0263
H -1.6773 -2.2762 -2.7768
H -2.3702 -3.1436 -1.4159
H 0.0983 -1.1080 3.2604
H 1.0602 -1.3118 5.5080
H 1.7832 -3.5468 6.3317
H 1.4201 -5.5388 4.9406
H 1.0447 -6.4854 2.7012
H 0.2153 -5.5426 1.4428
H -0.6768 -6.1307 2.8414
O 1.1938 0.9371 -0.9061
S 0.8128 -0.3281 -1.5538
O 1.1053 -0.5567 -2.9137
O -0.7176 -0.3698 -1.2276
O 1.3039 -1.3535 -0.5724
```

Net charge: +1
2S+1: 2
⟨S²⟩: 0.90
HOMO-LUMO gap (spin up / spin down) (eV): 6.183 / 6.782

Atom charges from the Löwdin analysis, given in e for atoms 1 to 5: Re 1.378; C -0.045; C -0.349; C -0.037; C -0.132



Below is C39H43BiN8O5S2 as an isolated structure in a non-equilibrium geometry, with properties calculated with ωB97M-V/def2-TZVPD.

Geometry as XYZ:
```
98
C39H43BiN8O5S2 (ωB97M-V/def2-TZVPD)
Bi 0.1177 -0.6312 -0.2125
C 4.1308 2.2479 5.2861
C 3.0677 1.6729 4.3924
C 1.7969 1.4136 4.8520
C 0.7812 0.9312 4.0003
C -0.4933 0.7408 4.6066
N -1.6827 0.8949 4.0982
C -2.0412 1.6532 2.9053
C -2.5396 3.0569 3.3140
C -2.3298 4.1004 2.2051
N -0.8944 4.2891 2.0202
C -0.2033 3.8392 1.0156
C -0.6881 3.5959 -0.3036
C -1.4752 4.5021 -1.0273
C -1.6813 4.3348 -2.3856
C -2.4184 5.3678 -3.1930
C -1.1127 3.2196 -3.0053
C -0.4284 2.2339 -2.2970
C 0.2117 1.1313 -2.9966
N 0.5322 0.0212 -2.4589
C 1.3773 -0.9497 -3.1509
C 2.4184 -1.5391 -2.1939
C 3.1286 -0.5289 -1.2944
N 2.3819 -0.2378 -0.0600
C 2.9594 0.3508 0.9098
C 2.4199 0.7437 2.2011
C 3.3422 1.3352 3.0682
C 1.0790 0.5361 2.6487
O 0.1538 -0.0737 1.9789
C -0.2240 2.4042 -0.9118
O 0.3643 1.5438 -0.1317
H 3.6998 2.6836 6.1848
H 4.7110 3.0117 4.7701
H 4.8238 1.4634 5.5951
H 1.5463 1.6229 5.8866
H -0.4823 0.4577 5.6563
H -2.4639 0.6574 4.6969
H -2.8195 1.1157 2.3667
H -1.1740 1.7151 2.2540
H -1.9990 3.3841 4.2071
H -3.6000 3.0281 3.5648
H -2.7953 5.0410 2.4968
H -2.7682 3.7547 1.2707
H -0.3866 4.5278 2.8646
H 0.8465 3.6241 1.2006
H -1.8359 5.4009 -0.5396
H -2.8170 6.1539 -2.5557
H -3.2406 4.9231 -3.7545
H -1.7422 5.8285 -3.9143
H -1.2237 3.1025 -4.0786
H 0.4780 1.3145 -4.0416
H 1.8661 -0.4838 -4.0106
H 0.7498 -1.7658 -3.5220
H 3.2138 -1.9962 -2.7904
H 1.9745 -2.3294 -1.5751
H 3.2880 0.4095 -1.8377
H 4.1182 -0.9355 -1.0723
H 4.0205 0.5835 0.7843
H 4.3501 1.5064 2.7041
C -4.1209 1.8002 -2.4882
N -3.9422 0.3633 -2.5394
C -4.4909 -0.4548 -3.4989
C -4.2113 -1.7191 -3.1585
N -3.4915 -1.6954 -1.9680
C -3.3076 -0.3760 -1.6018
S -2.5077 0.3761 -0.2919
C -3.2945 -2.8811 -1.1865
C -3.8654 -4.0761 -1.6043
C -3.7941 -5.1658 -0.7517
C -3.1799 -5.0279 0.4788
C -2.5961 -3.8107 0.7773
N -2.6372 -2.7659 -0.0457
H -4.2428 2.1813 -3.4994
H -3.2565 2.2553 -2.0156
H -5.0100 2.0469 -1.9070
H -5.0395 -0.0698 -4.3400
H -4.4630 -2.6312 -3.6646
H -4.3798 -4.1681 -2.5486
H -4.2397 -6.1066 -1.0441
H -3.1530 -5.8439 1.1868
H -2.0816 -3.6362 1.7146
N 0.8810 -4.5737 0.7982
C 2.1021 -4.4014 0.1168
C 3.1083 -3.6106 0.6686
C 4.2721 -3.3608 -0.0445
C 4.4217 -3.8955 -1.3084
C 3.4414 -4.6934 -1.8717
C 2.2795 -4.9535 -1.1521
S 5.8077 -3.2648 -2.3202
O 6.0107 -4.2435 -3.3548
O 5.2106 -2.0062 -2.8014
O 6.8784 -3.0493 -1.3771
H 0.9521 -4.4721 1.7999
H 0.3957 -5.4225 0.5502
H 2.9793 -3.1934 1.6647
H 5.0738 -2.7635 0.3717
H 3.5981 -5.1031 -2.8610
H 1.5041 -5.5864 -1.5730
```

Net charge: +2
Energy above the lowest of the compared OMol25 structures with the same formula, charge and spin (kcal per mole): 41.70
HOMO-LUMO gap (eV): 4.409

Atom charges from the Löwdin analysis, given in e for atoms 1 to 5: Bi 1.810; C -0.027; C -0.248; C 0.031; C -0.114



Below is a 11-piece molecular cluster, C39H43Cl8N7 overall in a non-equilibrium geometry, with properties calculated with ωB97M-V/def2-TZVPD.

Geometry as XYZ:
```
97
C39H43Cl8N7 (ωB97M-V/def2-TZVPD)
C 13.8810 -16.4893 5.9800
C 13.0295 -15.7852 5.2091
C 12.4528 -16.2679 4.0701
N 12.7431 -17.5069 3.6553
C 13.5670 -18.2554 4.3862
C 14.1788 -17.7483 5.5067
H 14.4400 -16.1252 6.9153
H 12.7151 -14.8048 5.5510
H 11.6788 -15.6723 3.5377
H 13.8253 -19.2595 4.0158
H 14.8152 -18.2917 6.1379
C 19.3456 -19.2418 4.4659
C 18.9742 -20.4820 3.8780
C 17.7211 -20.6192 3.3529
N 16.8014 -19.6190 3.3273
C 17.1076 -18.4694 3.9022
C 18.3639 -18.2853 4.6111
H 20.3931 -19.1050 4.7912
H 19.6705 -21.2754 3.8343
H 17.3608 -21.5951 3.1124
H 16.3715 -17.6724 3.8927
H 18.5971 -17.3395 5.1133
C 17.3516 -12.1057 -1.6012
C 18.5436 -12.7500 -2.0082
C 19.6836 -12.0423 -1.7305
N 19.7857 -10.8854 -1.1313
C 18.6435 -10.3521 -0.6794
C 17.4364 -10.9574 -0.8445
H 16.3401 -12.5583 -1.8250
H 18.5549 -13.7571 -2.3726
H 20.6046 -12.4996 -2.0192
H 18.7850 -9.4243 -0.1051
H 16.5561 -10.5360 -0.3703
C 17.4171 -12.5164 2.8303
C 18.6408 -13.1014 3.2463
C 18.5960 -14.4130 3.6213
N 17.4513 -15.0745 3.7480
C 16.2624 -14.5619 3.4186
C 16.2831 -13.2616 2.9400
H 17.3856 -11.4571 2.5964
H 19.5669 -12.5243 3.0455
H 19.4691 -14.9891 3.9435
H 15.3222 -15.0574 3.6768
H 15.3595 -12.6967 2.8888
C 16.9362 -18.2802 -3.8535
C 16.6492 -18.6513 -5.2082
C 16.5930 -19.9978 -5.4542
N 16.7773 -20.9161 -4.4823
C 17.1058 -20.5278 -3.2715
C 17.1374 -19.2028 -2.8711
H 17.0149 -17.1883 -3.5853
H 16.4712 -17.9464 -5.9856
H 16.4149 -20.4049 -6.4198
H 17.2779 -21.3601 -2.5802
H 17.2049 -18.9512 -1.8300
C 13.3258 -13.3154 -5.3564
C 12.9966 -13.6986 -4.0843
C 13.5520 -14.7804 -3.4784
N 14.5697 -15.4011 -4.0693
C 14.8993 -15.0266 -5.3036
C 14.2533 -13.9728 -6.0173
H 12.9157 -12.3890 -5.7412
H 12.2220 -13.1389 -3.5346
H 13.1403 -15.1140 -2.5451
H 15.8053 -15.3912 -5.6896
H 14.4927 -13.7736 -6.9725
C 16.3589 -16.3321 0.1818
C 16.1945 -17.3767 1.0487
C 15.3301 -18.4121 0.6860
N 14.6391 -18.4282 -0.4395
C 14.8043 -17.4291 -1.2644
C 15.4955 -16.2595 -0.9969
H 17.2285 -15.6355 0.2904
H 16.8893 -17.5533 1.8582
H 15.3567 -19.3029 1.2784
H 14.2553 -17.4509 -2.1941
H 15.5627 -15.5075 -1.7981
Cl 21.4808 -16.6909 2.1967
C 19.9359 -17.0640 1.5321
Cl 20.0280 -17.0979 -0.1660
H 19.6562 -18.0811 1.8875
H 19.1317 -16.3379 1.8593
Cl 15.8352 -22.7193 -0.5987
C 14.2013 -22.0704 -0.7009
Cl 13.2724 -22.4491 -2.1985
H 13.5926 -22.4003 0.1568
H 14.2517 -20.9272 -0.6615
Cl 13.2013 -18.8503 -6.1239
C 13.5702 -18.9157 -4.3744
Cl 12.2102 -18.5153 -3.2716
H 13.7794 -19.9721 -4.1354
H 14.4027 -18.2384 -4.1489
Cl 9.9061 -17.5692 0.1939
C 11.4770 -16.8558 0.5197
Cl 11.3149 -15.0042 0.1179
H 11.7079 -16.8902 1.6089
H 12.1937 -17.4135 -0.1061
```

SMILES string: c1ccncc1.c1ccncc1.c1ccncc1.c1ccncc1.c1ccncc1.c1ccncc1.c1ccncc1.ClCCl.ClCCl.ClCCl.ClCCl
Net charge: 0
Energy above the lowest of the compared OMol25 structures with the same formula, charge and spin (kcal per mole): 56.68
HOMO-LUMO gap (eV): 9.786

Atom charges from the Löwdin analysis, given in e for atoms 1 to 5: C -0.084; C -0.127; C -0.147; N 0.062; C -0.141